{
  "formula": "C37H33Co2NO5P",
  "method": "the ωB97M-V functional and the def2-TZVPD basis",
  "species": ["C", "N", "C", "C", "C", "C", "H", "H", "H", "H", "H", "H", "H", "H", "H", "H", "H", "O", "C", "Co", "C", "O", "C", "O", "C", "C", "C", "C", "C", "C", "C", "C", "C", "Co", "C", "O", "C", "O", "P", "C", "C", "C", "C", "C", "C", "C", "C", "C", "C", "C", "C", "C", "C", "C", "C", "C", "C", "H", "H", "H", "H", "H", "H", "H", "H", "H", "H", "H", "H", "H", "H", "H", "H", "H", "H", "H", "H", "H", "H"],
  "positions_angstrom": [[-2.705, -0.412, -0.514], [-1.428, -0.042, 0.070], [-1.639, 1.115, 0.990], [-0.948, 0.773, 2.314], [-0.456, -0.687, 2.218], [-0.806, -1.179, 0.811], [-2.609, -1.287, -1.173], [-3.472, -0.649, 0.252], [-3.091, 0.425, -1.105], [-1.246, 2.031, 0.523], [-2.726, 1.265, 1.134], [-0.103, 1.449, 2.467], [-1.663, 0.892, 3.136], [0.629, -0.738, 2.351], [-0.931, -1.335, 2.960], [-1.481, -2.051, 0.801], [0.115, -1.503, 0.322], [-1.602, 2.599, -2.601], [-1.453, 1.479, -2.853], [-1.168, -0.166, -3.306], [0.028, -0.549, -2.063], [0.950, -0.584, -1.346], [-2.861, -0.393, -3.631], [-4.014, -0.416, -3.754], [-0.786, -0.259, -5.061], [0.344, 0.070, -4.256], [1.189, 1.140, -3.985], [2.518, 0.987, -3.493], [3.431, 2.069, -3.635], [4.650, 2.050, -2.978], [4.978, 0.953, -2.159], [4.176, -0.193, -2.174], [2.998, -0.202, -2.905], [0.068, -1.756, -4.620], [0.712, -2.729, -3.304], [1.185, -3.493, -2.562], [1.066, -2.286, -5.955], [1.706, -2.769, -6.796], [-1.609, -2.997, -5.109], [-2.726, -3.645, -3.811], [-3.870, -4.382, -4.147], [-4.680, -4.925, -3.148], [-4.307, -4.808, -1.810], [-3.091, -4.203, -1.477], [-2.337, -3.557, -2.466], [-2.680, -2.171, -6.340], [-4.045, -1.976, -6.131], [-4.830, -1.386, -7.122], [-4.253, -0.992, -8.328], [-2.875, -1.127, -8.518], [-2.084, -1.714, -7.526], [-1.264, -4.576, -6.002], [-1.971, -4.970, -7.147], [-1.794, -6.255, -7.673], [-0.901, -7.145, -7.073], [-0.163, -6.736, -5.958], [-0.335, -5.455, -5.424], [-1.168, 0.129, -5.983], [0.897, 2.125, -4.370], [3.133, 2.914, -4.254], [5.345, 2.886, -3.074], [5.892, 0.966, -1.569], [4.451, -1.089, -1.622], [2.455, -1.135, -3.065], [-4.158, -4.515, -5.189], [-5.595, -5.445, -3.433], [-4.970, -5.205, -1.042], [-2.718, -4.242, -0.453], [-1.431, -3.000, -2.205], [-4.511, -2.309, -5.209], [-5.894, -1.245, -6.935], [-4.878, -0.573, -9.118], [-2.402, -0.774, -9.433], [-1.004, -1.810, -7.671], [-2.666, -4.282, -7.631], [-2.365, -6.550, -8.552], [-0.775, -8.150, -7.481], [0.552, -7.416, -5.496], [0.242, -5.143, -4.548]],
  "lowdin_charge": [-0.140, -0.201, -0.170, -0.165, -0.158, -0.177, 0.045, 0.092, 0.069, 0.112, 0.104, 0.100, 0.097, 0.103, 0.097, 0.107, 0.086, 0.140, -0.128, 0.099, -0.164, 0.093, -0.197, 0.100, -0.286, -0.403, -0.133, -0.252, -0.081, -0.141, -0.160, -0.118, -0.085, -0.014, -0.218, 0.109, -0.145, 0.105, 1.082, -0.305, -0.096, -0.083, -0.089, -0.072, -0.087, -0.348, -0.105, -0.073, -0.094, -0.079, -0.107, -0.304, -0.079, -0.087, -0.098, -0.081, -0.074, 0.083, 0.101, 0.091, 0.083, 0.069, 0.092, 0.068, 0.106, 0.100, 0.098, 0.101, 0.072, 0.084, 0.104, 0.097, 0.102, 0.109, 0.100, 0.098, 0.097, 0.101, 0.099],
  "charge": -1,
  "gap_ev": 4.37,
  "homo_energy_ev": -1.9177,
  "relative_energy_kj_mol": 190.7,
  "lumo_energy_ev": 2.4479
}